Formula: C54H130B5F20N8O20
Source: OMol25
Level of theory: the ωB97M-V functional and the def2-TZVPD basis

lowest unoccupied orbital energy	-3.34	eV
maximum force	4.7	eV Å⁻¹
relative energy (zero: lowest compared OMol25 entry of this formula, charge and spin)	55.3	kJ/mol
M	1645.690	g/mol
net charge	+1
E_HOMO	-9.39	eV

Positions of all 237 atoms, in Å:
H1 2.858 -0.274 2.913
C1 -2.453 5.496 -1.846
H2 -5.361 -1.722 2.482
F1 -4.433 -2.389 4.872
H3 5.525 3.384 -5.024
F2 4.643 1.445 1.817
N1 5.371 -0.557 -2.067
C2 -0.836 -7.025 3.639
C3 2.010 2.174 -6.232
H4 -0.704 -5.913 -2.159
C4 -4.334 7.723 1.575
H5 3.329 -4.438 5.293
C5 2.237 3.420 0.129
H6 5.769 2.713 -1.514
C6 2.402 1.288 5.110
C7 -1.475 1.876 -5.261
H7 1.506 -2.707 -2.070
H8 -7.116 4.860 3.231
C8 -6.737 -1.957 -1.675
O1 -6.366 -1.274 -0.499
H9 -2.709 1.917 3.639
O2 4.701 -3.039 3.190
H10 0.546 2.025 -3.106
F3 5.290 3.317 2.799
C9 5.024 5.524 -1.107
H11 -3.732 8.281 2.291
H12 -0.608 3.873 -5.100
H13 6.083 -3.757 1.778
C10 -6.307 3.873 -1.326
B1 3.999 -0.895 -5.707
H14 1.006 -4.344 -0.287
C11 -4.258 0.487 2.972
H15 5.236 5.760 -2.149
H16 0.894 -2.909 4.154
H17 4.188 1.047 -1.323
H18 0.119 -2.679 -5.342
H19 -6.290 4.297 -2.330
H20 -2.436 2.253 -5.610
F4 1.312 -7.442 0.027
H21 -4.695 2.563 -2.931
H22 -5.578 6.654 3.730
H23 1.246 5.928 0.732
C12 5.234 0.743 -1.296
H24 4.926 -1.710 -0.436
C13 -5.981 -2.143 0.535
H25 -7.252 -1.368 -2.434
C14 4.539 -1.664 -1.454
H26 -1.552 -4.407 0.366
B2 1.959 5.858 -3.848
H27 -3.553 -5.331 3.592
H28 -7.249 3.325 -1.348
H29 5.479 0.569 -0.248
C15 -0.685 0.832 -0.931
C16 -2.508 -5.366 3.283
N2 -5.032 0.071 1.653
F5 4.035 -0.177 -4.532
H30 4.410 -1.226 5.249
H31 -0.116 6.562 -1.250
C17 -1.850 -4.874 -0.573
O3 -4.011 2.662 2.226
H32 -5.477 5.487 -0.372
H33 7.033 1.693 -2.265
C18 1.499 1.530 -4.936
H34 -0.388 -6.323 -0.657
H35 -3.697 -8.513 -0.460
H36 -2.760 -1.136 -4.128
H37 5.766 4.779 -0.819
H38 -0.169 -1.475 -4.030
N3 -1.390 -3.956 5.038
H39 -3.721 -5.647 -0.018
H40 -7.312 3.859 1.163
H41 1.879 3.220 -8.981
B3 2.572 -7.127 0.603
H42 -3.717 -0.411 3.271
F6 4.617 -0.020 -6.504
H43 4.695 -2.689 -3.351
O4 1.224 -4.703 5.381
H44 -2.301 -3.714 5.401
H45 -3.564 0.228 -4.552
H46 1.466 -5.333 -1.711
H47 -0.096 -6.315 3.267
H48 2.625 3.024 -5.936
H49 6.757 -5.326 -1.548
O5 -5.245 2.954 -0.966
O6 -0.929 2.010 -1.116
H50 -5.175 1.084 -2.054
O7 3.738 4.945 -0.865
O8 -4.399 6.336 1.950
C19 5.178 -4.101 2.280
H51 -0.841 1.720 -6.134
H52 -1.272 3.183 -3.569
H53 -2.491 -0.583 -5.766
H54 -4.860 5.012 3.591
O9 -2.276 -7.176 0.334
O10 -2.056 -6.462 4.070
C20 -5.272 5.861 3.047
H55 -3.108 -6.394 -1.423
C21 5.614 3.339 -3.938
F7 6.712 2.068 1.433
H56 -5.583 0.839 1.296
H57 -2.850 6.445 -1.484
N4 4.076 -0.489 4.644
H58 -0.354 -7.734 4.312
C22 0.726 0.236 -0.851
F8 2.679 -1.159 -6.112
H59 -5.820 -2.217 -2.203
H60 -5.376 8.035 1.496
F9 -5.155 -1.654 6.932
C23 0.395 -2.356 -4.339
H61 0.711 1.558 3.120
H62 2.657 -6.146 5.162
H63 3.764 -3.521 -2.094
H64 -2.008 -3.210 3.039
H65 -3.864 -8.133 1.263
H66 1.953 2.848 1.013
H67 -0.129 4.815 1.181
C24 -5.986 -1.193 1.763
H68 0.297 3.457 -0.634
O11 1.607 0.673 -1.589
H69 -4.303 -0.160 0.993
C25 4.663 -2.937 -2.290
H70 -2.152 5.594 -2.889
F10 -3.137 -1.085 6.016
O12 0.250 -3.527 -3.508
F11 3.196 6.382 -3.658
C26 -0.714 2.980 -4.483
H71 1.004 0.575 -5.110
H72 -6.984 -0.977 2.144
H73 -1.270 6.624 0.126
H74 -3.841 7.814 0.607
H75 2.759 1.524 -6.685
H76 -3.331 4.850 -1.838
H77 4.271 0.908 6.126
C27 5.746 -5.016 -1.814
H78 1.298 3.242 -3.854
F12 -3.433 -3.137 6.580
H79 -7.367 6.092 2.138
F13 4.636 -2.112 -5.449
H80 -0.304 0.148 3.565
H81 -0.281 1.715 4.516
H82 -2.786 0.303 -0.664
C28 0.984 -0.885 0.066
N5 -6.476 4.426 1.172
H83 5.167 6.488 -0.617
C29 0.650 -3.364 -2.226
H84 -1.112 -4.857 5.399
H85 -0.607 -4.275 3.202
C30 0.949 -3.292 5.173
C31 -6.613 5.348 2.397
C32 1.493 2.300 -8.542
F14 1.847 5.030 -4.930
H86 -2.656 -9.185 0.656
H87 -3.651 1.945 -1.726
H88 2.135 1.432 -8.691
H89 5.219 -1.223 2.320
C33 0.720 -4.657 -1.291
H90 2.421 -1.693 3.647
O13 5.852 -3.536 -1.916
H91 -0.794 -1.941 5.340
C34 -0.580 5.999 -0.440
C35 3.486 4.347 0.355
H92 6.700 3.411 -3.998
H93 -2.780 4.232 2.592
F15 1.573 5.198 -2.693
N6 0.644 2.486 -3.999
O14 -1.582 0.761 -4.423
N7 -0.613 -5.523 -1.232
H94 3.504 -1.334 -1.542
H95 -4.991 -2.557 0.341
F16 1.042 6.893 -3.984
H96 -5.710 3.782 1.310
H97 2.000 -1.241 0.152
O15 5.272 2.033 -3.315
C36 -0.049 -1.524 0.656
O16 -2.598 -1.707 0.826
H98 4.828 0.038 4.222
H99 5.430 -5.397 -2.785
H100 4.904 -0.388 -2.947
H101 -5.105 0.683 3.630
H102 -2.103 3.302 1.421
H103 1.429 -2.011 -4.350
O17 1.352 0.423 4.593
C37 4.359 -1.849 2.556
H104 0.605 2.165 -9.159
H105 2.788 1.939 4.324
H106 4.402 3.837 0.654
H107 -0.902 -7.637 2.740
H108 2.559 -5.102 3.848
C38 -2.599 -0.246 -4.735
H109 5.565 -4.895 2.919
H110 -0.197 -2.776 -1.872
H111 -7.239 -2.921 -1.590
H112 1.900 1.845 5.901
H113 -0.656 -2.991 6.729
F17 6.206 1.192 3.307
H114 3.883 -2.089 1.605
H115 -3.464 4.285 0.963
H116 -2.457 1.279 2.104
O18 -1.438 5.064 -1.070
C39 -1.639 -4.118 3.516
C40 -3.262 1.654 2.737
C41 -4.708 2.064 -1.961
F18 3.133 -6.032 -0.034
H117 2.225 1.180 -4.202
B4 5.714 2.043 2.341
H118 2.394 2.749 -0.715
H119 2.955 -0.245 6.530
H120 5.316 4.161 -3.288
C42 0.446 5.277 0.379
C43 -0.448 -2.923 5.662
C44 -2.794 -6.031 -0.444
H121 -2.096 -4.113 -1.313
O19 0.323 -2.484 1.440
C45 0.288 0.982 3.942
H122 -6.560 -3.055 0.679
H123 1.419 4.476 -1.287
O20 1.067 2.441 -7.166
C46 -3.093 3.622 1.745
C47 -3.153 -8.239 0.443
H124 4.497 -4.502 1.530
B5 -4.050 -2.041 6.099
F19 2.544 -6.869 2.009
C48 5.967 1.791 -2.061
H125 -7.237 5.706 -0.397
H126 1.702 -2.727 5.723
H127 6.323 -0.849 -2.238
C49 -1.538 -1.056 0.339
H128 -2.630 -5.730 2.263
C50 -6.436 4.975 -0.285
C51 -1.770 -0.049 -0.566
C52 3.397 0.376 5.751
C53 3.319 -1.115 3.432
C54 2.528 -5.087 4.938
H129 4.894 -5.355 -1.224
H130 3.393 5.055 1.179
N8 1.016 4.135 -0.426
F20 3.485 -8.166 0.412

Mulliken atomic charge list, values in e, 4 entries: atom 1 (H): -0.165, atom 2 (C): -0.918, atom 3 (H): 0.004, atom 4 (F): -0.176